Density functional theory data (ωB97M-V/def2-TZVPD) for 13 unconnected molecules or ions with the total composition C28H87N21O13 in a non-equilibrium geometry.

## Properties
HOMO energy = -8.47 eV
gap between HOMO and LUMO = 8.1 eV
energy above the lowest of the compared OMol25 structures with the same formula, charge and spin = 224.76 kcal per mole

```
! wB97M-V def2-TZVPD RIJCOSX def2/J DEFGRID3
* xyz 0 1
N 3.5182 -0.6832 -2.1605
N 2.2366 0.7339 7.2225
H -1.3640 1.0046 4.4118
H 0.5382 -0.7799 1.1985
N 1.1880 -0.2385 -3.8188
H 3.1694 -1.0691 -1.2947
N -2.2587 4.0605 0.0586
H 4.0968 2.2585 9.8432
O 2.2679 -2.0448 0.4106
H 2.8592 0.7267 -0.1849
H 3.6731 -2.0659 3.1066
H -4.4453 -1.7925 -7.0255
H 4.1821 -1.3789 -2.4692
H 6.1681 1.5610 -2.3403
C -4.5801 0.4857 -7.2651
H -2.3547 3.1950 -0.4531
H 0.3521 4.6382 -1.4237
N 2.9096 -3.6516 1.7592
H 2.1503 -3.9895 -1.2070
N -0.5627 -2.2471 -4.9699
H -6.4012 -0.4180 -5.5026
H -2.0842 1.3389 -6.0906
N 0.2362 -2.6620 4.1077
O -1.1315 -3.9707 -3.6835
O 0.7825 0.7318 -5.7602
C 0.7811 -1.5979 4.4554
C 3.6002 3.2029 9.6206
O 0.3957 4.4914 3.6834
C 5.3344 0.9388 -2.6656
H 2.9522 -0.6841 2.1639
C 3.3581 1.4023 -0.8797
N -0.5639 4.2810 -1.1923
H -3.2246 -0.6692 -0.5914
H -1.0857 3.5526 -1.6584
H -5.7180 2.2850 -2.5651
H -1.5416 -2.0373 -4.8367
C 1.2432 0.7980 -4.5970
H -8.0021 -0.1019 -2.6743
H -4.8203 1.5159 -7.0022
H 0.3480 2.4917 3.1281
C -1.2323 3.1362 4.6580
H -5.6128 2.4473 -0.8732
N 1.4027 -1.6827 5.5537
C -4.0514 0.0129 -0.3934
H 4.1389 1.3398 7.5449
O -5.7893 -0.1621 -7.4999
H 5.0243 1.4310 1.1046
H 0.5816 -0.9583 -4.1850
H -3.7553 -2.0849 -5.5624
C -2.2960 0.2716 -6.0260
H -0.5322 1.3666 5.8203
H 1.7241 3.1344 6.9305
H 1.6515 -0.7991 5.9749
H -1.5340 -0.1171 -6.7015
H -6.2618 -0.5081 -2.9993
C 3.3004 1.6444 6.9187
H 3.5722 2.1943 1.6902
N -3.6866 -1.5385 -6.4090
O -6.8365 0.9744 -1.6147
H 4.8531 -0.0593 -0.7257
H 1.4744 -2.9745 -5.0123
N 0.9358 -3.5626 -4.3925
N -2.3471 3.3043 3.7775
C 4.4406 2.3499 1.0500
C -1.1687 4.7673 -0.1573
H 0.9929 -5.1292 -1.0170
H 2.2181 1.3308 -3.2367
C -6.7851 -0.0486 -6.4535
N 1.8569 1.7892 -4.0610
H 2.0002 -0.5957 -3.3362
H 2.3807 2.3473 -4.7200
H 4.8574 1.7573 5.5008
O -2.4817 -6.0305 0.2794
H -4.8728 -0.5046 0.1022
H 1.7331 5.7459 2.8092
O 4.1124 -5.7696 -1.1450
O 0.6030 -0.5462 3.8193
H 0.8685 -0.8960 -0.6990
H -1.9848 -0.0426 -5.0298
H 3.4686 -3.9397 2.5496
H -1.1989 -4.6830 -1.0962
H -1.4036 -7.8273 -1.9153
N -1.8532 -7.6754 -1.0238
H -2.7988 4.2939 0.8796
C -0.3516 0.4278 -0.1331
H 4.7573 1.3874 -3.4742
H -0.2733 -2.5508 3.2428
O 3.9773 2.5492 -0.3117
H 5.7474 0.0176 -3.0767
C 2.8968 -2.4231 1.3681
H 0.8932 2.8980 4.6733
H -2.3965 1.7014 -1.3007
C -3.6854 -0.1324 -6.1533
C 4.3412 0.4471 -1.5439
C 0.1482 3.1961 3.9356
H -2.2109 1.7619 5.8647
H -1.2438 3.7875 5.5320
H 2.9356 -7.9153 -1.1490
H 2.6345 -0.0554 7.7112
H -0.5618 -6.0218 -2.1109
H 1.5123 -2.5938 5.9757
H -2.3380 -8.3019 -0.3972
C -1.7879 -6.4183 -0.6146
C -0.3249 -3.3357 -4.2926
H 3.4119 0.9713 4.8200
H 3.5245 2.6896 4.9981
H -3.7272 0.6242 0.4488
C -4.2943 0.8689 -1.6849
H 2.6119 1.8681 -1.5234
C 2.7010 3.0176 7.3995
O -0.9875 1.4609 -0.3804
H 1.7999 1.2820 7.9499
O -0.8546 5.7833 0.3936
O 2.4254 3.1115 8.8310
C -5.6118 1.6905 -1.6576
H 2.5640 -4.3344 1.1001
H 3.2397 3.7453 10.4946
H -4.0604 0.4824 -8.2232
H 0.4241 -3.5334 4.5825
H -7.0296 1.0286 -3.6409
N 1.9899 -4.9778 -1.0742
H -0.0442 -0.1521 -2.0268
H 2.3465 4.0580 3.0323
H 3.3121 3.8423 7.0326
H -0.3977 0.5412 1.8388
C 2.9394 -5.9031 -1.1263
N -3.1069 1.6632 -2.0176
H 1.4176 -7.1150 -1.1408
H -4.4549 0.2279 -2.5517
H 1.1643 4.5754 1.8276
H -2.0053 4.0890 3.2412
N -1.0108 -5.6577 -1.2827
C -1.3439 1.7530 5.2040
H -7.5832 -0.7504 -6.6957
N 0.1348 -0.2930 -1.0428
C -6.9968 0.2823 -2.8471
H 4.1835 3.9486 9.0803
H 0.0007 -1.9697 -5.7610
H 1.3166 -4.1182 -3.6399
N -0.0624 0.0171 1.0432
C 1.4732 4.6889 2.8668
N 2.4218 -7.0492 -1.2265
H 5.0620 3.1252 1.4982
H -7.2449 0.9188 -6.2515
H -4.3264 0.0794 -5.2976
N 3.2687 -1.6353 2.2873
C 3.7675 1.7502 5.4946
H -2.6116 1.2386 -2.7886
H -2.3274 2.5250 3.1353
*
```

Mulliken population analysis, charges in e, atoms 1 to 4: N -0.624; N -0.533; H 0.144; H -0.566

Density functional theory data (ωB97M-V/def2-TZVPD) for a molecular structure, C29H17CaClF5NO7S in a non-equilibrium geometry.

## Properties
HOMO energy = -13.75 eV
gap between HOMO and LUMO = 5.1 eV

```
! wB97M-V def2-TZVPD RIJCOSX def2/J DEFGRID3
* xyz 2 1
H 6.2916 0.9078 1.6613
O 1.2164 0.0593 2.8273
H 4.0203 -3.1093 -3.8956
C 0.6795 0.2712 1.7821
C 4.5012 1.0333 2.1905
C 3.6367 2.0583 2.8677
H -6.3456 0.6742 -2.1900
C -5.0025 -1.1684 3.1433
H -4.3011 -2.5828 -0.4639
C -5.1241 -0.7654 -0.9837
H 3.1940 1.6235 3.7558
C 0.4312 -1.1701 -0.4671
C 3.0881 2.1865 -0.4395
H 1.6266 -0.6588 -6.1762
C -3.2008 -1.0235 0.5395
H 1.0767 0.7724 -4.2724
C 2.3489 1.8682 0.6934
Cl 4.1934 3.5010 -0.4507
C 2.4850 2.6263 1.9739
C -0.7400 -0.0736 1.4151
H -1.6891 -3.1826 -1.3718
C 2.0237 -0.9166 -5.2039
O 3.8023 1.7141 -2.6811
C -2.6615 -1.7028 -2.5205
F -5.3852 -0.7986 4.3683
F -2.5125 2.6150 2.9792
H 1.5644 2.5779 2.5430
S -1.7003 1.4050 3.4970
C -1.8878 0.3029 2.0970
H -2.6236 -0.6569 -2.7917
C -4.4909 -1.6273 0.0150
O 5.5748 1.5359 1.4937
Ca 5.1316 -0.1119 -2.1478
C 2.9776 1.4160 -1.5921
F -5.4204 0.4664 1.4598
H 3.4610 -1.8095 -1.8425
H -3.2043 -2.3504 -3.1979
F -4.4360 1.1010 3.2357
C 3.0293 -1.5492 -2.8100
N 2.8212 -1.9843 -5.1475
C -4.4838 0.1000 2.3546
C -5.6642 0.0100 -1.7183
O -2.2863 0.8242 4.6400
C 2.2176 -0.4453 -2.8910
H 2.6730 3.6680 1.7357
H -5.8998 -1.5464 2.6526
C -3.1402 -0.1858 1.6626
C 1.3726 -0.0084 -0.5240
O 4.3337 -0.1523 2.2348
F -4.0442 -2.1057 3.2334
C 1.4947 0.7650 0.6130
C 1.6931 -0.1009 -4.1181
H 3.4230 1.3433 -3.4942
C -2.0463 -1.3467 -0.1778
C -0.8262 -0.8671 0.2756
O -0.3660 1.8797 3.5985
C 3.3385 -2.2679 -3.9589
O 0.7071 -2.2350 -0.9556
H -5.2331 -1.8128 0.7816
H 4.2672 2.8768 3.2038
C -2.1081 -2.1869 -1.4064
C 2.1279 0.3202 -1.6340
*
```

Mulliken population analysis, charges in e, atoms 1 to 4: H 0.375; O -0.425; H 0.453; C -0.693

Question: Which formula does entry 1 have?
Answer: C28H87N21O13